Density functional theory data (ωB97M-V/def2-TZVPD) for 9 unconnected molecules or ions with the total composition C35H42F2N4O3 in a non-equilibrium geometry.

Last column: Löwdin charge in e.
Element x y z (Å)
F: -21.60182 -3.46595 -0.74333  0.040
C: -22.51541 -3.64101 -1.72820  -0.275
C: -22.60991 -4.87070 -2.33413  -0.020
C: -23.50987 -5.04236 -3.36318  -0.080
C: -24.30154 -3.97648 -3.77052  -0.087
C: -24.20852 -2.74357 -3.13236  -0.075
C: -23.29375 -2.56520 -2.11111  -0.015
H: -22.00326 -5.68270 -1.95199  0.121
H: -23.65660 -6.00323 -3.83652  0.107
H: -25.03828 -4.11886 -4.55108  0.103
H: -24.86299 -1.95084 -3.46375  0.083
H: -23.21761 -1.60812 -1.61040  0.107
F: -27.88117 -1.34789 3.09898  0.048
C: -26.63080 -1.40415 2.59106  -0.284
C: -26.37651 -0.75057 1.39880  -0.014
C: -25.09271 -0.79806 0.87687  -0.091
C: -24.08486 -1.47030 1.56296  -0.107
C: -24.38074 -2.13863 2.74114  -0.086
C: -25.66420 -2.12054 3.27090  0.000
H: -27.16019 -0.15378 0.94872  0.120
H: -24.84443 -0.29542 -0.04938  0.089
H: -23.06796 -1.50140 1.19245  0.091
H: -23.56196 -2.63244 3.24773  0.077
H: -25.93843 -2.70284 4.14202  0.105
C: -23.14838 0.31957 6.06607  -0.078
C: -22.88943 0.91286 7.28983  -0.066
C: -21.86264 0.38456 8.05810  -0.147
N: -21.20115 -0.72761 7.72874  0.058
C: -21.53628 -1.32901 6.59757  -0.165
C: -22.46573 -0.82853 5.70250  -0.094
H: -23.89891 0.73592 5.40296  0.085
H: -23.43233 1.78399 7.63268  0.100
H: -21.60042 0.79158 9.02930  0.104
H: -21.04784 -2.28483 6.42717  0.108
H: -22.68281 -1.29042 4.75062  0.065
C: -23.36011 1.84054 2.80308  -0.078
C: -22.24669 2.47887 3.31589  -0.076
C: -22.40571 3.73814 3.87262  -0.157
N: -23.57365 4.35445 3.97215  0.065
C: -24.65266 3.68118 3.59030  -0.157
C: -24.59755 2.44114 2.97623  -0.070
H: -23.34622 0.88099 2.30355  0.083
H: -21.28578 1.99087 3.21219  0.092
H: -21.51970 4.24108 4.24859  0.104
H: -25.59140 4.21014 3.72024  0.103
H: -25.51862 1.98090 2.64018  0.095
C: -18.09018 -2.24873 2.70266  -0.073
C: -18.94507 -3.13698 2.07731  -0.063
C: -20.30665 -2.91100 2.16016  -0.147
N: -20.83700 -1.92088 2.87199  0.066
C: -20.00790 -1.05289 3.44650  -0.157
C: -18.62844 -1.17163 3.38444  -0.061
H: -17.01772 -2.38863 2.65491  0.108
H: -18.53703 -3.98174 1.53954  0.106
H: -21.02030 -3.51509 1.61201  0.093
H: -20.45077 -0.20724 3.96053  0.087
H: -18.02600 -0.43759 3.90338  0.106
C: -27.36866 1.25129 5.21620  -0.082
C: -28.50352 1.80502 4.64993  -0.067
C: -28.78422 3.13335 4.91773  -0.154
N: -28.03294 3.89147 5.70941  0.056
C: -26.95467 3.34306 6.25639  -0.160
C: -26.56824 2.02917 6.02768  -0.076
H: -27.12002 0.21131 5.03445  0.095
H: -29.10000 1.23885 3.94658  0.101
H: -29.66185 3.62907 4.51730  0.104
H: -26.36878 3.98417 6.90779  0.108
H: -25.66374 1.63540 6.46765  0.076
C: -26.88303 0.06550 -2.73929  -0.141
O: -26.71344 1.34809 -3.36343  -0.121
H: -26.12719 -0.06128 -1.95849  0.053
H: -27.84302 0.05192 -2.22911  0.079
H: -26.78827 -0.71554 -3.48842  0.065
H: -25.82198 1.65744 -3.18324  0.069
C: -28.45770 -5.39347 5.11171  -0.163
O: -27.25875 -6.10297 5.39183  -0.131
H: -28.26792 -4.40664 4.66973  0.066
H: -29.01966 -5.96226 4.37441  0.074
H: -29.04593 -5.23959 6.02033  0.074
H: -26.62524 -5.46748 5.74717  0.018
C: -24.14612 -4.16611 5.64909  -0.144
O: -25.29985 -4.30229 6.45812  -0.115
H: -24.00344 -3.11468 5.37539  0.042
H: -23.21206 -4.49174 6.11049  0.087
H: -24.31283 -4.67460 4.70062  0.092
H: -25.28828 -3.61073 7.12476  0.097

Computed properties:
Spin multiplicity: 1
Structure (SMILES): Fc1ccccc1.Fc1ccccc1.c1ccncc1.c1ccncc1.c1ccncc1.c1ccncc1.CO.CO.CO
E, eV: -54511.9710
E_HOMO, hartree: -0.353
Orbital gap, eV: 9.96
LUMO, eV: 0.36